{
  "formula": "C9H14NO",
  "method": "ωB97M-V/def2-TZVPD",
  "total_charge": 1,
  "lumo_energy_ev": [-4.634, -4.634],
  "e_homo_ev": [-11.92, -11.92],
  "e_above_lowest_kcal_mol": 168.8,
  "homo_lumo_gap_ev": [7.29, 7.29],
  "species": ["C", "C", "C", "C", "C", "C", "C", "C", "C", "N", "O", "H", "H", "H", "H", "H", "H", "H", "H", "H", "H", "H", "H", "H", "H"],
  "positions_angstrom": [[-1.98118, -1.19819, 3.13457], [-1.42257, -0.00932, 1.16193], [-0.58839, -1.27498, -0.35206], [-1.45077, 1.25176, 0.46731], [0.25288, -0.36048, -1.16617], [0.91557, 0.65760, -0.29490], [0.01370, 1.88845, 0.10385], [0.50889, 2.72454, 1.32754], [-0.73499, -3.42006, -1.36615], [-1.48992, -0.45072, 2.28542], [-0.90947, -2.47724, -0.32221], [-1.29645, -1.51003, 3.94544], [-1.96254, 1.01503, -0.54038], [-2.00799, 1.90243, 1.28197], [1.00607, -0.86665, -1.63016], [-0.20975, 0.13116, -1.99921], [1.19360, 0.24640, 0.68768], [1.80089, 1.01691, -0.68834], [-0.14819, 2.69422, -0.63767], [0.52817, 2.20081, 2.29142], [-0.06281, 3.61531, 1.49548], [1.51957, 2.93795, 1.12897], [-1.61767, -3.47645, -2.05117], [-0.90210, -4.35109, -0.77343], [0.26780, -3.52545, -1.63052]]
}

{
  "formula": "C32H51N4NiO2P2",
  "method": "ωB97M-V/def2-TZVPD",
  "spin_multiplicity": 3,
  "total_charge": 1,
  "lumo_energy_ev": [-2.265, -3.922],
  "e_homo_ev": [-8.98, -9.65],
  "e_above_lowest_kcal_mol": 0.0,
  "homo_lumo_gap_ev": [6.71, 5.73],
  "species": ["C", "C", "C", "C", "C", "H", "H", "H", "N", "P", "P", "C", "H", "H", "C", "H", "C", "C", "C", "C", "C", "H", "H", "H", "C", "H", "H", "H", "C", "H", "H", "H", "C", "H", "H", "H", "C", "H", "H", "H", "C", "H", "H", "H", "C", "H", "H", "H", "C", "H", "H", "H", "C", "H", "H", "H", "C", "H", "H", "H", "C", "H", "H", "H", "C", "H", "H", "H", "Ni", "C", "O", "N", "C", "C", "C", "C", "C", "H", "C", "H", "C", "H", "H", "H", "N", "C", "N", "O", "H", "H", "H", "H"],
  "positions_angstrom": [[-1.26113, -1.51254, -2.61597], [0.75394, -2.55822, -1.88972], [-1.45272, -2.48058, -3.59928], [0.50879, -3.62472, -2.79950], [-0.56822, -3.56392, -3.66586], [-2.31189, -2.38056, -4.25922], [1.22604, -4.44606, -2.80390], [-0.73866, -4.35032, -4.40223], [-0.18088, -1.53776, -1.81496], [-2.36237, -0.06402, -0.54344], [2.24990, -0.89594, -0.26433], [-2.27289, -0.38835, -2.37076], [-1.94164, 0.53785, -2.86515], [-3.24869, -0.63963, -2.80199], [1.90335, -2.43896, -1.06952], [2.57326, -3.29702, -1.02271], [3.43070, 0.05832, -1.48479], [3.31715, -1.33528, 1.26794], [-3.24737, 1.60165, -0.27437], [-3.52874, -1.48789, -0.00945], [3.47490, 1.53601, -1.06363], [4.02882, 1.68633, -0.13047], [3.98241, 2.11390, -1.85002], [2.47616, 1.95848, -0.93354], [4.85213, -0.51303, -1.50963], [5.40483, -0.34650, -0.57949], [4.85361, -1.58158, -1.75612], [5.41352, 0.00228, -2.30437], [2.88349, -0.07847, -2.91047], [3.45477, 0.58501, -3.57962], [2.98704, -1.10572, -3.28337], [1.83403, 0.21142, -2.98784], [3.98864, -0.05899, 1.80962], [3.26214, 0.76017, 1.91322], [4.39376, -0.27199, 2.81093], [4.82519, 0.28660, 1.19208], [2.41447, -1.89485, 2.37343], [1.72339, -1.14250, 2.76921], [1.84576, -2.77008, 2.03941], [3.06044, -2.22056, 3.20419], [4.34821, -2.43005, 0.95899], [5.10121, -2.14536, 0.22125], [4.88385, -2.65502, 1.89388], [3.86082, -3.35047, 0.62004], [-3.93607, -1.26212, 1.45420], [-4.44452, -2.17138, 1.80987], [-3.05519, -1.11711, 2.09302], [-4.63615, -0.42746, 1.58436], [-2.76816, -2.82095, -0.08761], [-2.49300, -3.08168, -1.11806], [-1.86621, -2.81275, 0.53183], [-3.42338, -3.61238, 0.31117], [-4.78467, -1.63483, -0.88517], [-5.38084, -2.46416, -0.47381], [-5.42688, -0.75061, -0.88284], [-4.54214, -1.88821, -1.92408], [-2.55128, 2.71023, -1.07258], [-2.53443, 2.50474, -2.15059], [-3.11483, 3.64532, -0.92271], [-1.52822, 2.88306, -0.72703], [-3.16079, 1.96545, 1.21803], [-2.12785, 1.93034, 1.59441], [-3.53932, 2.99293, 1.33859], [-3.77933, 1.31655, 1.84907], [-4.70943, 1.54697, -0.73208], [-4.80288, 1.17181, -1.76034], [-5.34454, 0.96093, -0.05732], [-5.10974, 2.57195, -0.72856], [0.01831, -0.17014, -0.35275], [-0.49608, -0.67698, 1.46294], [-0.71846, -1.51756, 2.25087], [0.25403, 1.43169, -1.43906], [0.35758, 2.03668, -2.44667], [0.51638, 2.85206, -3.58485], [0.30576, 4.24294, -3.47717], [0.89483, 2.29069, -4.82693], [0.47336, 5.05741, -4.59756], [0.01925, 4.66193, -2.51006], [1.08019, 3.12185, -5.93175], [1.03943, 1.21121, -4.90565], [0.86450, 4.50030, -5.82110], [0.30007, 6.13208, -4.51229], [1.39336, 2.68724, -6.88342], [1.00160, 5.14331, -6.69389], [1.02445, 0.89018, 4.46695], [-0.16197, 0.78168, 3.81224], [-1.16752, 0.24679, 4.53722], [-0.27528, 1.05636, 2.58935], [1.04104, 0.74923, 5.46650], [1.74800, 1.45458, 4.04512], [-2.06379, 0.10470, 4.09038], [-1.08348, 0.12680, 5.54053]]
}

{
  "formula": "C28H39BrCl19FI3O6PS",
  "method": "ωB97M-V/def2-TZVPD",
  "total_charge": 0,
  "lumo_energy_ev": -0.626,
  "e_homo_ev": -8.23,
  "homo_lumo_gap_ev": 7.61,
  "species": ["C", "C", "C", "C", "C", "I", "C", "C", "C", "C", "C", "C", "C", "C", "O", "C", "C", "O", "C", "Cl", "C", "I", "C", "C", "I", "C", "C", "C", "F", "P", "O", "Br", "O", "S", "O", "O", "H", "H", "H", "H", "H", "H", "H", "H", "H", "H", "H", "H", "H", "H", "H", "H", "H", "H", "H", "H", "H", "H", "H", "H", "H", "H", "H", "H", "H", "H", "H", "H", "H", "C", "Cl", "Cl", "Cl", "H", "C", "Cl", "Cl", "Cl", "H", "C", "Cl", "Cl", "Cl", "H", "C", "Cl", "Cl", "Cl", "H", "C", "Cl", "Cl", "Cl", "H", "C", "Cl", "Cl", "Cl", "H"],
  "positions_angstrom": [[4.30533, -1.19238, 2.14650], [3.23781, -0.90605, 2.62836], [1.83067, -0.61035, 3.00920], [1.10677, 0.48768, 2.12053], [2.03563, 1.72684, 1.81564], [3.32564, 1.53418, 0.08432], [2.88393, 2.25120, 3.02922], [4.35665, 2.66506, 2.79550], [0.42299, -0.09962, 0.80402], [1.14118, -1.31189, 0.18561], [0.99430, -2.73301, 0.80159], [0.39109, -3.81489, -0.18242], [1.52422, -4.57611, -0.95879], [2.50099, -3.61799, -1.67288], [3.22020, -4.41584, -2.65566], [3.54945, -3.59039, -3.73170], [4.21939, -2.23150, -3.43462], [3.27498, -3.96435, -4.83188], [-1.14468, -0.11154, 0.71301], [-1.85458, -1.54767, 1.65000], [-1.57652, -0.52685, -0.75775], [-0.57638, 0.43305, -2.40988], [-3.14027, -0.52652, -1.03844], [-3.83657, -1.92849, -0.84156], [-3.42746, -0.21837, -3.21604], [-1.87920, 1.15367, 1.27561], [-3.33615, 0.92618, 1.82796], [-4.22356, 2.20371, 1.84973], [-3.32513, 0.55763, 3.18257], [-1.69896, 2.60475, 0.00374], [-3.08103, 2.64777, -0.90331], [-1.61276, 4.57182, 1.16186], [-1.25913, 1.80903, 2.41314], [-0.21053, 1.00500, 3.30365], [-0.66784, -0.11367, 4.07720], [0.28701, 1.95808, 4.26315], [5.21543, -1.33298, 1.60746], [1.87335, -0.17272, 4.02788], [1.19986, -1.50109, 3.14692], [1.32249, 2.53017, 1.54392], [2.38116, 3.16939, 3.38971], [2.89186, 1.59251, 3.91335], [4.71155, 3.05310, 3.77832], [4.49742, 3.51031, 2.10325], [5.03818, 1.82178, 2.58638], [0.63692, 0.73982, 0.09620], [2.22290, -1.07790, 0.20604], [0.94793, -1.43901, -0.89564], [2.00448, -3.12682, 1.02547], [0.43362, -2.83129, 1.73849], [-0.09715, -4.57434, 0.44808], [-0.25815, -3.37869, -0.96050], [0.99294, -5.11923, -1.76877], [2.01030, -5.35154, -0.34681], [1.89856, -2.82370, -2.15093], [3.23343, -3.21239, -0.95514], [4.73909, -1.89774, -4.34039], [3.42585, -1.51509, -3.15728], [4.90144, -2.30666, -2.56921], [-1.28517, -1.58679, -0.82115], [-3.72659, 0.30432, -0.63785], [-3.05989, -2.71301, -0.78994], [-4.33041, -1.91384, 0.14583], [-4.54799, -2.14172, -1.64799], [-3.92772, 0.14946, 1.32930], [-3.73096, 3.06246, 2.32498], [-5.05321, 1.93417, 2.53362], [-4.70776, 2.41572, 0.88623], [-3.05806, 3.45885, -1.43592], [3.22931, 4.23551, 6.89763], [1.76978, 3.40649, 6.37202], [4.65297, 3.55292, 6.09066], [3.11311, 5.96886, 6.58268], [3.34162, 4.08967, 7.96570], [-5.89340, 2.06113, -5.85682], [-4.45004, 1.18251, -6.37007], [-5.44726, 3.59078, -5.09113], [-6.97251, 2.34437, -7.22170], [-6.41715, 1.45538, -5.12691], [-7.68841, -1.80974, -6.09300], [-7.55453, -0.66726, -7.43457], [-6.83981, -1.20860, -4.66394], [-9.38318, -2.13461, -5.71761], [-7.22301, -2.74117, -6.39235], [6.84776, 2.17918, 8.66699], [8.42087, 2.95567, 8.46778], [6.86345, 0.55131, 7.98469], [6.38153, 2.13886, 10.37077], [6.11158, 2.76307, 8.12825], [5.53773, -4.93091, 0.75944], [4.57463, -6.36533, 1.12916], [4.70397, -3.45533, 1.29728], [7.13278, -5.04255, 1.50566], [5.66761, -4.87762, -0.31615], [-7.43622, 4.61498, -10.93240], [-8.45377, 3.50976, -10.00374], [-5.73537, 4.39192, -10.51641], [-7.68923, 4.38746, -12.66470], [-7.71803, 5.62958, -10.67828]]
}

{
  "formula": "C5H10O",
  "method": "ωB97M-V/def2-TZVPD",
  "total_charge": 0,
  "smiles": "C=CC.CC=O",
  "lumo_energy_ev": 1.098,
  "e_homo_ev": -9.50,
  "e_above_lowest_kcal_mol": 35.1,
  "homo_lumo_gap_ev": 10.60,
  "species": ["C", "C", "C", "H", "H", "H", "H", "H", "H", "C", "C", "O", "H", "H", "H", "H"],
  "positions_angstrom": [[0.81424, 1.18886, -0.30312], [-0.21416, 0.99278, -1.12570], [-1.63986, 1.31788, -0.79004], [1.83892, 0.97907, -0.60131], [0.66124, 1.55824, 0.71043], [-0.03680, 0.55021, -2.10789], [-2.34699, 0.64517, -1.28448], [-1.81767, 1.26942, 0.28904], [-1.85605, 2.33982, -1.12305], [0.96749, -1.55693, 1.43191], [0.30801, -1.48564, 0.07891], [-0.88992, -1.50636, -0.08029], [2.00037, -1.19240, 1.42452], [0.37677, -1.02838, 2.18502], [0.97837, -2.62044, 1.69627], [1.00885, -1.49045, -0.78347]]
}

{
  "formula": "C30H27BrN2O2SSe2V",
  "method": "ωB97M-V/def2-TZVPD",
  "spin_multiplicity": 3,
  "total_charge": 1,
  "lumo_energy_ev": [-3.872, -3.786],
  "e_homo_ev": [-9.89, -10.27],
  "e_above_lowest_kcal_mol": 22.2,
  "homo_lumo_gap_ev": [6.02, 6.49],
  "species": ["V", "Br", "C", "C", "C", "C", "O", "C", "C", "N", "C", "C", "C", "C", "C", "C", "C", "C", "N", "C", "C", "H", "H", "H", "H", "H", "H", "H", "H", "H", "H", "C", "Se", "C", "C", "Se", "C", "H", "H", "H", "H", "H", "H", "H", "H", "H", "H", "C", "C", "O", "S", "C", "C", "C", "C", "C", "C", "C", "C", "H", "H", "H", "H", "H", "H", "H"],
  "positions_angstrom": [[0.36902, -1.30181, 0.73282], [7.23422, -3.13081, -0.80938], [5.36522, -2.90191, -0.55018], [4.47072, -3.54921, -1.40988], [3.11882, -3.44061, -1.19678], [2.61482, -2.63431, -0.16048], [1.35112, -2.54231, 0.07542], [3.53862, -1.92221, 0.67442], [3.06512, -1.08961, 1.72242], [1.79942, -0.83531, 1.91142], [1.33602, -0.20231, 3.05352], [2.02932, -0.01381, 4.23562], [1.40112, 0.60349, 5.32282], [0.10582, 1.04639, 5.24522], [-0.63428, 0.87559, 4.05492], [-1.96758, 1.30409, 3.88262], [-2.56288, 1.12579, 2.65502], [-1.86418, 0.47879, 1.63252], [-0.64448, -0.02201, 1.77952], [-0.01508, 0.22109, 2.96332], [4.91752, -2.10811, 0.47872], [4.85312, -4.13801, -2.22978], [2.41522, -3.95011, -1.83748], [3.81582, -0.65811, 2.38672], [3.05182, -0.34671, 4.34212], [1.96432, 0.73129, 6.23292], [-0.36668, 1.53139, 6.08612], [-2.48968, 1.76979, 4.70442], [-3.57298, 1.46289, 2.47732], [-2.31358, 0.35399, 0.65422], [5.61802, -1.60271, 1.12792], [-0.80948, -4.85201, 3.13662], [-0.87098, -2.95221, 2.69912], [-2.57808, -2.99161, 1.70662], [-2.47088, -3.56421, 0.30322], [-1.37818, -2.44391, -0.91508], [-2.82808, -1.37791, -1.68388], [-1.81088, -5.15381, 3.43712], [-0.12568, -4.97751, 3.97422], [-0.45998, -5.43651, 2.28942], [-2.93898, -1.95911, 1.68632], [-3.25508, -3.59431, 2.31962], [-3.46048, -3.65321, -0.15378], [-2.00288, -4.55221, 0.31672], [-3.46058, -2.03391, -2.28178], [-2.35378, -0.63691, -2.32708], [-3.41718, -0.88591, -0.91098], [-0.72978, 7.29449, -6.06918], [-0.46758, 6.02519, -5.33468], [0.58282, 5.58229, -4.98578], [-2.01768, 5.19129, -4.93158], [-1.41678, 3.85099, -3.94098], [-0.40188, 3.03659, -4.43158], [0.09962, 2.02229, -3.64558], [-0.40718, 1.81159, -2.36078], [-1.46518, 2.61009, -1.90058], [-1.97088, 3.62229, -2.68468], [0.08682, 0.80659, -1.50108], [0.46972, -0.00181, -0.67018], [0.09602, 7.51859, -6.74158], [-0.79458, 8.09809, -5.33448], [-1.67028, 7.24129, -6.61328], [-0.00518, 3.19499, -5.42258], [0.87972, 1.37949, -4.02158], [-1.86768, 2.42559, -0.91478], [-2.78238, 4.24059, -2.32988]]
}